Formula: C12H24FNO5Si
Source: OMol25
Level of theory: wB97M-V/def2-TZVPD

Structure (XYZ):
```
44
Properties=species:S:1:pos:R:3:forces:R:3
Si -2.0121 5.5270 -1.9406 0.493 -2.260 -1.006
H 2.7523 -7.3050 1.9928 -0.232 0.117 -0.202
O 1.8209 0.0113 -0.3619 0.314 0.253 -0.827
C 1.6066 -2.3088 -0.4663 -0.228 -0.897 0.048
H 0.5450 -4.6710 4.1902 -0.372 -0.045 -0.228
H -0.5367 -5.9826 3.6014 -0.003 0.189 -0.011
C 1.5713 -6.4852 3.6139 0.350 -0.295 0.816
H -0.5069 4.5851 -0.0559 0.484 1.154 -2.025
H -6.1811 3.9868 -0.8924 1.575 1.339 -1.058
N 0.5864 4.2374 -1.9855 0.967 0.115 2.679
H -5.9646 4.9946 -2.5202 1.042 -0.908 2.085
H 0.5994 -2.4386 -0.8806 0.169 -0.035 0.174
C 2.3954 -0.3845 -1.5356 0.867 1.250 -1.377
C -5.4038 4.5473 -1.5767 -0.473 -0.642 -1.515
H 3.5876 -2.1305 -1.3266 -0.016 0.072 -0.173
O 1.3695 -5.8982 1.3657 -0.405 0.831 0.002
H 2.4836 -5.9581 3.9188 -0.123 -0.130 -0.043
C -0.2901 5.1252 -1.0950 0.037 0.338 0.852
C -3.3436 5.2082 -0.5611 0.639 0.105 0.788
H 1.0511 -7.8321 1.9904 0.047 0.077 -0.012
H -4.6600 3.7215 -2.0078 -1.449 1.878 0.965
H -0.2108 2.3719 -1.1404 2.324 1.242 0.202
H -2.9620 5.8116 0.3912 -0.930 -1.151 -1.898
C 0.5870 -5.0296 2.0709 -1.158 1.535 -0.867
H -3.2635 4.0727 -0.2834 -0.474 1.971 -0.304
F -2.2578 4.5014 -3.3703 0.297 1.968 2.937
H -1.9622 6.9036 -2.4137 -0.303 0.244 -0.264
H 2.2577 -2.2864 -2.5284 0.382 0.209 0.038
O 0.0602 -4.0371 1.5958 1.111 -1.628 0.344
H 0.6814 -1.0294 1.0176 0.220 0.180 -0.099
H 1.1958 3.2219 -0.0455 -1.057 -0.494 -2.089
H 1.8965 -3.2463 0.0155 -0.167 0.227 -0.050
C 1.6238 -1.1300 0.4713 -0.327 -0.264 0.725
H 1.3813 -7.2789 4.3412 0.083 0.063 -0.153
C 0.4375 -5.4995 3.4862 0.273 0.004 0.466
C 1.7247 -6.9959 2.2051 0.389 -0.717 -0.039
H 1.5129 4.7402 -1.9973 -1.228 -0.898 -0.183
C 0.8174 2.9735 -1.1467 0.680 -1.108 -0.308
O -4.6995 5.6586 -0.9182 0.707 -2.511 -0.097
O 2.7602 0.3786 -2.4145 -0.764 -0.756 1.611
H 0.2819 6.1264 -0.8249 -1.289 -1.871 -0.536
H 2.4473 -1.1834 1.1912 -0.032 0.035 -0.043
C 2.5501 -1.8751 -1.5595 -0.324 -0.380 -0.069
H 1.6698 2.2813 -1.6104 -2.098 1.596 0.744
```
Positions in Å, forces in eV/Å.

The spin multiplicity is 1. Its SMILES is CNC[Si@@H](F)COC.O=C1CCCO1.O=C1CCCO1.

Formula: C34H29N8O2S2Ta
Source: OMol25
Level of theory: wB97M-V/def2-TZVPD

Structure (XYZ):
```
76
Properties=species:S:1:pos:R:3:forces:R:3
H 1.9966 -1.6975 -5.1188 -0.012 -0.019 -0.014
H 0.1103 3.9746 -4.2131 0.010 0.013 0.014
C 2.8797 -0.2961 5.5165 -0.003 0.070 -0.083
C -0.3186 2.5165 1.4843 0.068 0.531 0.133
C -1.1816 2.5330 -3.2772 0.092 0.030 0.011
N -0.9206 -1.5682 -1.4953 0.348 0.714 0.947
H 1.1155 3.2000 2.9014 -0.061 -0.016 0.012
N 1.9324 -0.1042 3.3173 -0.134 0.060 0.017
H 2.0839 3.3106 -2.7909 0.013 -0.038 -0.038
H -4.5280 5.7195 1.5295 0.004 0.017 0.016
H 1.2400 3.9605 1.3295 0.011 -0.017 -0.020
H -3.1137 -0.2590 2.4722 -0.042 -0.029 0.021
O 3.2276 1.7345 -1.0901 -0.045 -0.107 0.103
Ta -0.0505 -0.4550 0.1906 0.563 -0.599 -0.788
H 0.2659 -2.8720 -6.4009 -0.009 0.009 0.004
C 0.9658 -3.6861 -0.0786 -0.225 -0.110 0.032
C -1.2616 1.5437 -2.3100 -0.204 -0.060 0.093
H 3.2395 -0.4344 1.1816 -0.032 0.054 -0.065
N -0.2092 1.1902 -1.5695 0.250 -0.744 0.722
H 1.8005 2.2792 1.5570 -0.008 -0.010 0.023
C -1.1686 -2.8929 -4.8259 -0.047 -0.055 -0.007
C -1.3662 -2.4990 -3.5100 0.331 0.195 0.027
S -4.8257 -1.6588 1.4041 0.203 0.080 0.015
H 3.8405 -0.3734 -0.4656 -0.006 0.029 -0.053
H 0.5650 -2.5279 4.9622 -0.030 0.000 0.091
C 0.9608 1.8154 -1.7694 -0.045 0.197 -0.185
H -2.1913 1.0184 -2.1251 0.011 -0.013 -0.025
C -3.0297 -1.8405 -0.3559 -0.471 -0.066 0.250
H -4.9118 -2.9256 -0.6944 -0.067 0.016 0.070
C -3.7657 3.7943 0.9528 -0.087 -0.045 -0.036
H -2.4224 6.4521 2.5975 0.015 0.002 -0.009
C 3.6259 -3.0840 -0.1498 -0.022 -0.063 0.064
C 1.0426 3.0108 1.8268 0.125 -0.132 0.002
C -2.6817 2.9521 0.9645 0.123 -0.066 0.012
C -3.3397 -0.8602 1.6025 -0.101 0.071 0.138
O -0.4403 1.2967 1.1059 -0.251 -0.923 -0.248
H 2.0474 -1.9206 6.6835 -0.073 -0.018 -0.012
C -1.3788 4.6514 2.1241 0.175 -0.085 0.002
C 1.8715 -4.7085 -0.2514 -0.008 0.045 0.030
C 1.0490 -1.9160 -4.6447 0.087 0.055 0.058
H 3.5725 0.0566 6.2665 0.033 -0.048 -0.011
C -2.1751 -2.0521 -1.4974 0.045 0.048 -0.311
C 2.1263 1.2743 -1.0141 0.003 0.577 -0.234
H 1.6211 -1.0202 -2.7715 0.023 -0.005 -0.041
C 1.0869 -1.0769 3.6157 0.439 0.055 -0.061
C 0.8480 -1.5286 -3.3330 -0.046 -0.015 0.101
N -2.4899 -1.0293 0.6189 0.990 0.095 -0.347
H -2.0506 2.7685 -3.8758 -0.015 0.014 0.024
C -4.2923 -2.2787 -0.0909 0.199 0.007 -0.172
N 1.8078 0.1208 -0.2719 -0.941 -0.623 0.339
H -4.6947 3.4862 0.4923 -0.002 0.008 0.017
N -2.4688 -2.6125 -2.6652 -0.052 -0.062 0.144
H 4.6724 -2.8085 -0.1572 -0.006 0.003 -0.060
H -2.7402 1.9691 0.5136 -0.067 0.027 -0.018
H -3.3482 -3.0460 -2.9139 -0.020 0.013 0.035
H 3.5016 1.0645 3.9661 -0.027 0.023 -0.007
H 1.5195 -5.7258 -0.3487 -0.001 0.001 -0.003
C 1.1168 2.8361 -2.6867 0.031 -0.051 0.100
N 1.3480 -2.4028 0.0275 -0.405 1.133 0.022
N 1.1781 -1.7349 4.8012 -0.035 0.165 -0.127
C 2.6568 -2.1077 -0.0002 0.031 -0.029 -0.019
H -0.4628 4.9845 2.5944 -0.018 0.036 -0.033
C 2.0433 -1.3529 5.7617 0.128 -0.013 0.082
H -0.0961 -3.8909 -0.0162 0.002 0.031 -0.039
C 3.2293 -4.4042 -0.2938 -0.037 0.060 0.010
H -1.9304 -3.4133 -5.3914 0.010 0.005 -0.004
S -0.1824 -1.5758 2.5603 -0.545 0.296 -0.630
H 3.9634 -5.1856 -0.4416 0.006 -0.002 0.020
C -3.6695 5.0603 1.5381 0.146 -0.080 0.014
C -1.4549 3.3686 1.5355 -0.261 -0.131 -0.063
C -2.4792 5.4777 2.1321 -0.106 0.103 0.027
C 0.0595 -2.5854 -5.3786 -0.036 -0.050 -0.018
C 2.8118 0.2765 4.2470 0.028 -0.134 0.170
C 2.9828 -0.6565 0.1418 0.188 -0.197 0.066
C 0.0221 3.1985 -3.4640 -0.106 -0.044 0.005
C -0.3877 -1.8275 -2.7675 -0.022 -0.191 -0.300
```
Positions in Å, forces in eV/Å.

The spin multiplicity is 1. As for the relative energy (zero: lowest compared OMol25 entry of this formula, charge and spin): 0.190 eV. The charge is +4.

Formula: CH4S2
Source: OMol25
Level of theory: wB97M-V/def2-TZVPD

Structure (XYZ):
```
7
Properties=species:S:1:pos:R:3:forces:R:3
H -1.8471 -0.0707 1.1806 0.470 -0.312 -0.481
H 0.8861 -0.1779 -0.6356 1.488 0.608 0.924
H 2.8486 -0.4910 -0.2108 -0.868 0.622 0.440
C -1.3617 0.0087 0.1894 -0.136 -1.247 0.805
S -1.6285 1.2924 -0.6854 -0.078 0.868 -0.740
S 1.8156 0.2707 0.3198 0.012 -1.102 -1.496
H -0.7130 -0.8322 -0.1580 -0.887 0.564 0.549
```
Positions in Å, forces in eV/Å.

The spin multiplicity is 1. As for the relative energy (zero: lowest compared OMol25 entry of this formula, charge and spin): 1.507 eV. Its SMILES is C=S.S.

no.,energy (eV)
1,-35154.60532
2,-74934.67675
3,-22770.78188